# 1
11 unconnected molecules or ions with the total composition C7H36NO10. Source: OMol25; level of theory: ωB97M-V/def2-TZVPD.

As for the LUMO energy: -2.647 eV. For the HOMO energy, the calculation gives -11.983 eV. Its net charge is +1. The value obtained for the molar mass is 294.362 u.

Geometry (Å):
C: -2.80296 -1.02539 0.15397
C: -1.72710 -0.58412 1.09283
C: -0.32778 -1.26244 0.80742
C: 0.87031 -1.26239 1.66280
C: 1.26506 -0.34020 2.50289
C: 1.67394 -2.60233 1.56848
C: 0.68709 -3.77568 1.88995
N: -1.46591 0.90819 0.87376
H: -3.72141 -1.54046 0.63982
H: -3.01978 -0.25934 -0.61907
H: -2.54628 -2.04469 -0.27767
H: -2.01959 -0.62265 2.17634
H: -0.58586 -2.30103 0.67896
H: -0.11265 -0.76033 -0.25180
H: 2.06747 -0.39994 3.14634
H: 0.88174 0.73360 2.55331
H: 2.11416 -2.68902 0.52180
H: 2.53832 -2.67486 2.15935
H: -0.26280 -3.46358 1.70637
H: 0.76167 -4.69817 1.32944
H: 0.60159 -4.15299 2.92885
H: -0.98100 1.23175 1.73357
H: -2.39331 1.41545 0.72296
H: -0.87532 1.05813 0.01164
H: 0.79277 1.47310 -1.57431
H: 2.08504 1.94842 -1.91993
O: 1.52693 1.90654 -1.11163
H: 0.09533 -0.34787 -2.32831
H: -0.69924 0.94285 -2.87522
O: -0.44784 0.39844 -2.02147
H: -2.84294 2.48068 -0.86216
H: -4.31603 2.40982 -0.98974
O: -3.50176 1.83930 -0.85086
H: 1.40854 2.66530 0.34887
H: 2.03200 3.69490 1.52800
O: 1.27606 3.15698 1.21415
H: 4.12123 -0.32057 0.90021
H: 3.62734 0.35389 -0.50381
O: 3.91520 0.50950 0.45695
H: 1.19011 -2.56671 -2.17455
H: -0.18628 -2.97278 -1.59714
O: 0.40658 -2.24836 -1.70578
H: -3.76384 1.84025 1.02386
H: -4.07984 1.74800 2.65951
O: -3.56236 2.07501 2.00310
H: -1.48730 4.27924 0.22316
H: -0.50002 3.32236 0.22013
O: -1.42193 3.34886 -0.08520
H: 0.82934 0.83038 -4.43792
H: 1.50743 -0.17327 -3.40522
O: 0.65354 0.12519 -3.90533
H: 3.99110 -0.42870 -3.27026
H: 3.51954 -0.49424 -1.91623
O: 3.21171 -0.68402 -2.75517

Force components x, y, z for each atom (eV/Å):
-1.5333 -3.1799 -0.4067
1.8212 0.9051 1.7379
-1.6076 1.6939 -2.8322
1.0467 -1.4718 0.6507
-1.5947 3.2585 -0.4660
-1.8384 -0.4302 -1.6983
2.1408 -1.1352 0.9814
-0.4154 -0.2140 -0.3563
0.9046 2.0966 -0.1943
-0.1498 -1.0162 0.4682
0.5750 1.5007 -0.4165
0.2059 -0.2243 -0.9414
-0.0853 0.1162 -0.7807
-0.1224 -1.6536 2.3371
1.8487 -0.6872 1.0952
-0.0678 -1.5702 -0.1919
-0.9630 -0.0108 0.9205
0.9534 0.4262 1.3010
-2.6928 0.7136 -0.4331
0.6265 -0.0770 -0.5141
0.7696 0.7090 -0.1973
-0.4364 0.3684 -0.9581
2.4942 -0.8324 0.6482
-0.6544 -0.4009 0.9989
-1.1568 -0.5923 0.6012
0.2967 0.6081 1.1198
1.0373 -0.1248 -1.8184
-1.1217 0.2369 0.2199
0.7507 -2.2206 2.7032
-2.2288 2.3272 0.0402
2.5583 2.0474 -0.1626
1.0822 -1.2586 0.0804
-3.9790 -0.4530 -0.1051
1.0278 0.9631 1.1934
-0.5446 -0.7909 -0.8597
-0.5548 -0.1431 -0.2527
-0.1331 -0.1592 -0.4409
0.5742 0.2220 2.8490
-0.4752 0.1950 -2.0322
-0.2735 -0.2509 0.0235
-0.6014 -0.9016 -0.0438
1.3569 0.8285 -0.6905
-1.0800 0.4645 2.7253
-2.8850 -1.8253 2.2987
2.7153 1.7338 -4.7650
-1.0810 -0.4159 -0.4875
0.5776 -0.8777 -0.0899
0.8316 1.9605 0.6350
1.3167 2.8149 -2.5128
-1.5112 1.0170 -1.8237
2.3844 -4.0510 1.0718
-0.2843 -0.2406 -0.5047
0.6233 0.1938 2.9545
-0.4481 -0.1916 -2.6785

These are the Mulliken partial charges, in e, on atoms 1 to 5: -1.356 0.823 0.378 0.797 -1.442

---

# 2
2 unconnected molecules or ions with the total composition C4H12O. Source: OMol25; level of theory: ωB97M-V/def2-TZVPD.

As for the LUMO energy: 0.948 eV. For the HOMO energy, the calculation gives -10.309 eV. Its net charge is 0. The value obtained for the molar mass is 76.139 u. The SMILES is CCO.CC.

Geometry (Å):
C: -1.04051 -0.27482 -1.66634
C: 0.35741 -0.89697 -1.81108
O: 1.42900 -0.15801 -1.16925
H: -1.00265 0.78016 -1.42437
H: -1.68592 -0.85296 -1.02166
H: -1.44986 -0.33800 -2.67898
H: 0.40580 -1.85619 -1.30273
H: 0.64410 -1.00704 -2.85273
H: 1.82244 0.43352 -1.82817
C: 0.24165 1.02722 1.40710
C: -0.09853 0.01253 2.52006
H: 0.46416 1.99573 1.85414
H: 1.06315 0.73992 0.75508
H: -0.61438 1.09755 0.74114
H: -0.97687 -0.57962 2.26966
H: -0.26672 0.55919 3.44039
H: 0.70771 -0.68220 2.76774

Force components x, y, z for each atom (eV/Å):
0.5493 -0.3671 -1.4217
0.8051 0.4656 0.9568
-0.1574 0.1591 -0.6830
0.0240 0.0437 0.3115
-0.0941 0.1541 0.4100
-0.4365 0.0935 0.1577
-0.1792 -0.2489 -0.2759
-0.2102 -0.2537 -0.1656
-0.2034 -0.2002 0.3262
-0.0559 -0.3852 0.2130
0.4969 0.1322 -0.0575
-0.0763 0.0829 -0.1967
0.0180 -0.0949 0.3241
-0.0914 0.4175 0.0505
-0.0406 0.0032 0.1108
-0.4135 -0.0344 0.2336
0.0651 0.0327 -0.2939

These are the Mulliken partial charges, in e, on atoms 1 to 5: -0.961 -0.272 -0.521 0.276 0.243

---

It is found that the energy relative to the best compared isomer or geometry (same formula, charge and spin) values, taken in the order of the records, are 376.7; 80.7 kJ/mol.
It is found that the max |F| values, taken in the order of the records, are 5.752; 1.568 eV Å⁻¹.
It is found that the HOMO-LUMO gap values, taken in the order of the records, are 9.336; 11.257 eV.